# 1
C3H3NO | the ωB97M-V functional and the def2-TZVPD basis

Each line ends with the Mulliken charge.
Geometry (Å):
C (2.111, -0.075, 0.026)  0.53
C (-1.544, -0.206, 0.281)  -0.55
C (-0.568, 0.303, -0.366)  0.11
N (2.879, 0.783, 0.172)  -0.48
O (1.257, -0.932, -0.163)  -0.60
H (-2.537, 0.220, 0.190)  0.27
H (-1.449, -1.050, 0.947)  0.31
H (-0.149, 0.958, -1.088)  0.42

Properties
Kohn-Sham gap (spin up / spin down) = 7.5 / 7.5 eV
Energy above the lowest of the compared OMol25 structures with the same formula, charge and spin = 3.909 eV
E_LUMO (spin up / spin down) = -2.0 / -2.0 eV
Total energy = -245.94789 a.u.

# 2
C3H3NO | the ωB97M-V functional and the def2-TZVPD basis

Each line ends with the Mulliken charge.
Geometry (Å):
O (2.207, -0.226, -0.183)  -0.38
C (1.296, 0.216, 0.403)  0.76
C (0.238, 0.668, 1.027)  -0.97
C (-1.090, -0.772, -1.229)  0.10
N (-2.181, -0.446, -1.046)  -0.36
H (-0.072, -1.061, -1.397)  0.26
H (-0.399, 1.404, 0.552)  0.33
H (-0.051, 0.214, 1.965)  0.25

Properties
Kohn-Sham gap = 10.4 eV
Energy above the lowest of the compared OMol25 structures with the same formula, charge and spin = 1.309 eV
E_LUMO = 0.7 eV
Total energy = -246.04344 a.u.
SMILES = C=C=O.C#N

# 3
C3H3NO | the ωB97M-V functional and the def2-TZVPD basis

Each line ends with the Mulliken charge.
Geometry (Å):
C (-0.280, -0.280, 0.016)  0.31
C (-1.662, 0.071, -0.010)  0.67
C (1.167, 0.066, 0.073)  -0.79
N (-1.167, -1.232, -0.087)  -0.47
O (-2.617, 0.836, 0.053)  -0.54
H (1.580, -0.713, -0.567)  0.28
H (1.705, 0.196, 1.078)  0.30
H (1.274, 1.057, -0.557)  0.24

Properties
Kohn-Sham gap = 9.8 eV
Energy above the lowest of the compared OMol25 structures with the same formula, charge and spin = 1.857 eV
E_LUMO = 0.5 eV
Total energy = -246.02329 a.u.
SMILES = Cc1nc1=O